# 1
Entry from the Open Molecules 2025 dataset: CH26F3NaO16S as an isolated structure at a distorted geometry (ωB97M-V with the def2-TZVPD basis set).

Values from the calculation:
- HOMO-LUMO gap (eV) = 8.547
- HOMO energy (Ha) = -0.36725
- E_tot (eV) = -57625.8613

```
48
Properties=species:S:1:pos:R:3:forces:R:3
Na 14.2424 -14.5534 -0.3492 0.271 0.254 0.709
C 16.9412 -15.3930 2.7031 -0.388 1.135 1.600
F 16.4227 -16.4751 3.2637 -0.366 -0.372 -0.224
F 18.2510 -15.5170 2.6836 0.447 0.016 -0.406
F 16.4813 -15.2636 1.4538 -0.089 -0.260 -0.522
S 16.4502 -13.8562 3.6873 1.517 1.240 0.018
O 17.0833 -13.9757 5.0045 -0.959 -0.783 -0.898
O 17.0908 -12.7898 2.9079 -0.998 -1.229 0.055
O 14.9952 -13.8807 3.7217 0.648 0.036 -0.404
O 13.4304 -15.6716 1.6855 0.287 0.064 -0.682
H 13.9982 -16.3929 1.9939 -0.285 -0.042 0.157
H 12.6516 -15.7231 2.2491 0.043 0.132 -0.009
O 17.9564 -19.0750 3.8434 -0.143 0.093 -0.183
H 17.9503 -18.1824 4.2213 0.190 -0.030 0.240
H 18.7943 -19.4489 4.1307 -0.049 0.034 0.055
O 16.9631 -15.3321 7.9286 0.103 -0.019 -0.059
H 16.5100 -14.4800 7.8624 -0.187 -0.129 0.076
H 16.2546 -15.9827 7.8773 -0.021 0.095 0.019
O 13.6685 -18.1340 3.1661 0.116 -0.164 -0.081
H 13.0016 -18.8083 3.3378 0.021 0.073 -0.025
H 14.5124 -18.5917 3.2805 -0.013 0.108 0.131
O 13.4539 -15.6794 5.2302 0.098 0.276 -0.266
H 14.0524 -15.0294 4.8058 -0.433 -0.387 0.329
H 13.2287 -16.3020 4.5315 0.211 -0.140 0.086
O 17.8299 -10.1302 3.1175 -0.178 -0.082 -0.366
H 17.4263 -10.9670 2.8214 0.170 0.374 0.369
H 17.3391 -9.8907 3.9083 0.032 -0.042 -0.006
O 15.0164 -13.4703 6.9040 0.376 0.123 -0.271
H 15.6731 -13.5955 6.1854 -0.372 0.085 0.404
H 14.8098 -12.5296 6.8960 0.017 -0.075 0.006
O 19.3112 -13.1672 6.4167 -0.186 -0.341 -0.008
H 18.5517 -13.6860 6.0909 0.486 0.517 0.208
H 18.9188 -12.4169 6.8712 0.005 -0.031 -0.019
O 15.9751 -12.8863 -0.5301 -0.142 -0.300 -0.265
H 16.9248 -12.9956 -0.3093 -0.108 0.006 0.218
H 15.9357 -12.0781 -1.0520 -0.024 -0.019 0.103
O 20.2404 -12.5216 3.1310 -0.101 -0.337 -0.409
H 20.6068 -12.1153 2.3392 0.011 0.148 0.174
H 19.2903 -12.6077 2.9546 0.075 0.215 0.296
O 18.6902 -13.2336 0.1939 0.081 -0.181 -0.131
H 19.3931 -12.5929 0.3454 -0.137 0.030 -0.020
H 18.9215 -13.9872 0.7517 -0.049 0.103 0.040
O 12.7917 -12.0127 3.2624 0.088 -0.150 -0.017
H 13.5650 -12.5750 3.4373 -0.165 0.102 0.001
H 12.2110 -12.1496 4.0182 0.079 -0.020 -0.033
O 18.5005 -16.6260 5.5908 -0.063 -0.103 -0.446
H 17.8083 -15.9553 5.6927 0.164 -0.034 0.343
H 19.3086 -16.1199 5.4439 -0.084 0.010 0.112
```
Positions in Å, forces in eV/Å.


# 2
Entry from the Open Molecules 2025 dataset: a 14-piece molecular cluster, CH27O16 overall at a distorted geometry (ωB97M-V with the def2-TZVPD basis set).

Values from the calculation:
- ΔE to the lowest compared entry with this formula, charge and spin (kcal/mol) = 130.87
- net charge = -1
- HOMO-LUMO gap (eV) = 8.141
- HOMO energy (Ha) = -0.23011
- E_tot (eV) = -34234.0840

```
44
Properties=species:S:1:pos:R:3:forces:R:3
C -0.3755 0.1090 0.3746 4.512 9.758 -2.500
O -0.9540 -0.8249 0.5311 -6.129 -14.788 2.462
O 0.8864 0.1737 0.0675 2.770 1.893 -0.843
O -0.9259 1.1978 0.3974 -1.060 4.458 0.100
H 1.3516 -0.6069 0.2338 0.960 -2.282 0.239
O 3.4844 -0.6936 -1.5256 -2.613 -0.933 0.480
H 2.9499 -1.5284 -1.2395 1.964 1.997 -0.963
H 4.4259 -0.7204 -1.4997 0.812 -0.773 0.320
O 1.1017 -1.7422 -2.5058 4.771 7.606 -5.331
H 0.4790 -1.0166 -2.8341 1.547 -1.115 0.619
H 0.5610 -2.2523 -2.1182 -6.343 -6.590 4.580
O 0.5541 -2.2882 2.5416 1.196 -1.302 -0.766
H -0.1356 -1.7585 2.0460 1.378 -1.213 0.015
H 1.2230 -2.8601 1.9841 -2.753 2.444 1.055
O 1.4096 2.6465 1.7558 1.331 2.221 -0.339
H 1.0049 1.8964 2.1637 -0.305 -0.380 1.029
H 1.7543 3.3591 2.3628 -0.973 -1.823 -0.578
O -0.9545 3.9147 0.7361 -0.946 3.797 -0.025
H -1.2810 4.1370 1.6180 0.692 -1.016 -0.273
H -0.4171 3.1633 0.6394 0.832 -1.948 0.724
O 3.3989 1.9041 -0.1830 10.077 -7.471 -4.038
H 2.7603 2.3555 0.0511 -10.071 6.844 3.919
H 3.0639 1.0304 -0.4613 0.219 0.599 0.015
O -3.3152 0.1401 -0.6562 2.504 2.275 -3.552
H -2.4416 0.3260 -0.2605 -0.613 -0.265 0.391
H -3.8984 -0.2312 -0.0887 -2.246 -1.696 3.125
O -1.1067 0.2038 3.3024 4.731 0.960 -5.692
H -1.0786 0.2280 2.1454 -0.969 0.198 5.398
H -1.9558 0.0424 3.5349 -4.205 -0.769 0.755
O -3.4346 -2.4350 -1.6211 1.328 -0.215 -0.089
H -2.4424 -2.4413 -1.4520 -1.841 0.018 -0.294
H -3.6437 -1.5046 -1.7977 0.344 -0.143 0.266
O -0.7337 -3.2196 -1.0734 -0.797 -3.171 -3.667
H -0.5286 -2.6054 -0.4545 0.734 3.056 3.787
H -0.8650 -4.0898 -0.6935 -0.023 0.217 0.306
O -3.1311 3.0869 -0.2184 -2.340 1.727 -0.164
H -2.6707 3.9781 -0.1176 0.326 -3.391 -0.417
H -2.7520 2.1996 -0.3447 0.929 1.480 0.161
O 2.4841 -2.4979 0.4637 -0.539 1.952 -0.014
H 3.2744 -2.1905 0.8931 0.550 0.626 0.418
H 2.6360 -3.3984 0.3728 0.227 -2.806 -0.574
O -0.2810 1.6363 -2.4857 -1.285 -0.148 1.105
H 0.0374 1.5825 -1.5683 -0.275 0.113 -0.165
H 0.4819 1.5946 -3.0154 1.592 -0.001 -0.987
```
Positions in Å, forces in eV/Å.


# 3
Entry from the Open Molecules 2025 dataset: a 13-piece molecular cluster, CH28O13 overall at a distorted geometry (ωB97M-V with the def2-TZVPD basis set).

Values from the calculation:
- ΔE to the lowest compared entry with this formula, charge and spin (kcal/mol) = 146.56
- HOMO-LUMO gap (eV) = 8.407
- HOMO energy (Ha) = -0.36697
- E_tot (eV) = -28103.2154

```
42
Properties=species:S:1:pos:R:3:forces:R:3
O -1.7923 2.2010 -0.2227 -3.586 6.531 1.100
H -2.3993 2.4300 -0.9857 0.276 -0.620 0.847
H -1.4133 3.1520 0.0133 -0.152 -2.992 -0.504
H -1.2353 1.5480 -0.5967 3.882 -3.268 -2.466
C 0.0807 -0.0090 -0.2187 1.933 1.297 -3.319
O -0.3143 0.4710 -1.5407 -0.824 0.644 2.893
H 0.2747 -1.0210 -0.3207 -0.903 -2.548 0.515
H -0.3983 0.4190 0.5813 -2.287 -0.070 2.005
H 1.0547 0.2950 0.0633 1.847 1.013 -0.273
O -0.8003 1.6570 2.7943 -1.110 3.476 -0.102
H -1.5653 2.3290 2.7263 1.816 -1.883 0.365
H -1.1723 0.8150 2.6523 -1.079 -1.915 -0.263
O 3.9887 0.3280 1.5723 -2.000 -1.857 -0.248
H 3.3827 1.0350 1.7803 0.290 1.137 0.486
H 3.2357 -0.3530 1.6093 2.081 0.376 -0.115
O -1.4173 -1.7740 2.6633 3.311 -1.630 -0.771
H -0.9473 -2.2040 1.8513 -1.474 0.919 1.453
H -0.6763 -2.0180 3.3063 -1.662 0.682 -0.694
O -0.1713 -3.9200 0.6283 -3.314 -2.386 -1.280
H -0.6443 -4.8200 0.9943 1.685 3.446 -1.524
H -0.6913 -3.7030 -0.2587 1.491 -0.850 2.775
O -2.3823 -1.2900 -1.5887 1.279 -0.293 -0.995
H -2.1243 -1.9220 -2.3327 -0.292 1.661 1.576
H -1.6493 -0.5670 -1.4707 -0.637 -1.348 -1.281
O 1.9547 1.9440 2.6813 2.080 2.281 -3.217
H 1.8797 2.3890 1.7513 0.344 -1.013 2.567
H 1.0987 1.6140 2.7813 -2.435 -0.845 0.591
O 2.4117 1.9320 -2.1597 -4.067 -2.214 -2.641
H 1.9317 2.2200 -3.0367 1.720 -0.042 2.144
H 1.7557 1.0980 -2.0817 2.379 2.737 0.737
O -3.2943 -0.4760 0.7883 0.919 -1.491 1.446
H -3.0703 -1.0050 1.6573 -0.420 1.309 -2.916
H -2.9623 -0.9730 -0.0307 -0.650 0.301 1.627
O 1.1837 -0.7020 -3.4257 -7.846 -2.836 0.724
H 1.9657 -0.3910 -3.4407 9.640 2.722 -1.395
H 0.9127 -0.1520 -2.6777 -1.944 -0.638 0.228
O 2.1347 -2.0800 1.5583 -3.407 4.812 1.410
H 2.5977 -2.7640 1.2443 2.726 -4.139 -2.014
H 1.5877 -1.7290 0.8223 0.646 -0.665 0.689
O -0.5603 2.1360 -3.5917 -0.210 1.798 -1.826
H -1.5203 2.1810 -3.7097 0.651 -0.593 0.516
H -0.2293 1.6810 -2.8307 -0.698 -1.008 1.149
```
Positions in Å, forces in eV/Å.


# 4
Entry from the Open Molecules 2025 dataset: a 14-piece molecular cluster, CH29NO15 overall at a distorted geometry (ωB97M-V with the def2-TZVPD basis set).

Values from the calculation:
- ΔE to the lowest compared entry with this formula, charge and spin (kcal/mol) = 51.13
- HOMO-LUMO gap (eV) = 7.366
- HOMO energy (Ha) = -0.30977
- E_tot (eV) = -33706.9221

```
46
Properties=species:S:1:pos:R:3:forces:R:3
N 0.1792 -0.1543 -0.4450 3.904 2.616 1.012
H -0.3013 0.7722 -0.1437 0.367 -2.117 -0.481
H 1.1693 0.1514 -0.8174 -2.438 -0.271 0.469
H -0.2358 -0.6924 -1.1695 -1.084 -0.333 -0.585
H 0.5120 -0.7571 0.3396 -1.170 0.976 -0.654
C -1.9403 2.9749 1.0367 1.599 2.583 1.237
O -1.0959 3.4916 1.7745 0.291 0.115 0.015
O -2.5397 3.8392 0.1412 -3.318 -9.360 -2.489
O -2.2774 1.7942 1.0162 -0.668 -1.657 -1.081
H -2.3292 4.6454 0.2841 2.687 8.449 1.897
O -1.2515 0.4791 3.2730 -1.932 5.017 1.339
H -1.0517 -0.1697 2.6727 0.810 -2.223 -1.224
H -1.7486 1.0797 2.6102 0.936 -0.605 1.732
O -1.4113 1.8368 -2.1150 -0.058 -0.631 -1.026
H -1.8756 2.2321 -1.3536 -0.575 -0.127 -0.863
H -1.9861 1.6112 -2.9016 0.534 0.715 2.002
O 1.6448 -0.6872 -3.5951 3.783 -0.420 1.087
H 1.6535 -0.7850 -4.5283 -1.095 -0.028 -1.757
H 2.6792 -0.7789 -3.5491 -2.767 0.374 0.778
O 1.5645 -2.6650 2.1580 -0.447 -2.713 -0.090
H 1.3503 -3.6472 2.3318 0.492 2.289 -0.389
H 1.7554 -2.3235 3.0332 0.074 0.370 0.299
O -3.1075 -2.4958 -1.0145 -2.399 -1.077 -0.680
H -3.3155 -1.7152 -0.4941 0.266 0.459 0.287
H -2.1930 -2.6168 -1.0500 1.758 -0.080 -0.052
O 1.5606 2.6224 -0.9437 -5.473 -3.185 -1.205
H 1.4597 3.3898 -0.4973 -1.388 4.167 2.192
H 2.4243 2.5964 -1.0353 6.956 -0.843 -1.151
O 2.6089 -1.4876 -0.3093 0.195 0.451 -1.292
H 2.3840 -2.1233 0.3245 -1.381 -1.483 2.171
H 3.5072 -1.7692 -0.4157 1.080 -0.073 -0.657
O 3.9811 0.6532 -0.4853 5.639 6.065 -6.963
H 4.3201 0.0352 -1.1865 0.123 1.738 0.257
H 3.6069 0.0438 -0.0589 -5.482 -6.760 6.632
O -0.5546 -3.0407 -1.3606 -0.052 -1.331 2.581
H -0.0533 -3.6644 -0.7945 -1.013 0.238 0.107
H 0.1124 -2.9114 -1.9703 1.944 0.956 -2.890
O 1.6167 1.6455 1.6875 7.904 -3.871 -2.489
H 0.9263 1.7924 2.1559 -7.659 2.133 4.594
H 1.6856 2.0755 0.8784 -0.512 1.337 -1.821
O -3.4915 -0.4095 0.3351 -2.005 0.541 -0.332
H -4.2893 0.0725 0.0102 0.745 -0.731 0.409
H -2.9183 0.3334 0.5209 0.717 0.825 0.431
O -0.9500 -1.3776 1.9201 -5.406 -2.114 -0.394
H -0.1685 -1.7514 1.7110 4.115 -2.393 -0.646
H -1.6164 -2.1448 2.0195 1.401 2.013 -0.317
```
Positions in Å, forces in eV/Å.


Question: Look up the HOMO-LUMO gap of the second one.
Answer: 8.141 eV